Below is a structure of composition C50H41Cl2F7N3O4SiV at a distorted geometry, with properties calculated with the ωB97M-V functional and the def2-TZVPD basis.

```
! RIJCOSX wB97M-V def2-TZVPD def2/J DEFGRID3
* xyz -2 3
H -1.730 -2.911 -4.495
H -5.733 -0.813 1.517
C 1.133 -1.652 -4.299
H -3.899 3.714 5.376
C 1.334 3.261 1.868
C 1.607 -4.493 -3.944
C 2.200 0.900 1.576
F -4.974 -2.435 -0.893
H 3.935 3.805 1.661
H -2.117 1.508 4.744
F -5.795 -1.530 -3.348
C -4.498 0.388 2.757
H -0.293 -2.377 0.996
H 0.271 -3.838 2.853
C 3.749 2.738 1.610
C -3.052 2.919 3.591
C -1.279 -3.664 -3.859
C -2.652 1.869 0.025
C -3.176 -1.952 3.397
H -2.288 4.697 0.838
H 1.217 -5.492 -3.777
C -3.583 -0.742 -3.770
C -2.766 -1.600 -1.320
C 2.959 -1.327 -1.510
C 6.223 2.412 1.392
F 4.125 2.521 -2.382
O -2.031 1.011 -0.628
H 1.530 -5.954 2.484
C 4.825 1.875 1.500
H 2.612 -4.449 -3.540
C -0.801 3.685 -2.176
C -4.226 -1.982 2.497
H 1.528 -5.153 -1.698
C 4.287 -0.992 -1.682
C -3.559 3.946 4.374
F -1.407 -0.096 -4.272
C 1.466 3.300 -1.531
C -1.774 -1.043 -2.124
H 5.738 0.542 -2.111
H 2.719 -2.363 -1.315
H 6.659 2.134 0.434
H 2.408 3.641 -1.126
O 0.131 0.336 2.616
F -2.403 -2.017 -0.077
N -2.964 1.637 4.199
H 0.832 -0.686 -3.906
Cl -1.474 -0.746 5.083
C 3.714 1.260 -2.041
C 1.256 -5.312 1.655
C 0.245 -3.295 0.799
H -1.663 4.322 -2.291
H 1.690 -4.361 -5.019
C -4.513 -1.347 -2.941
H -1.886 1.177 1.921
C 1.262 -4.843 -0.705
C -2.573 3.181 2.300
H 0.800 3.437 0.934
C 0.560 -4.127 1.851
O -3.639 2.515 -0.306
C 1.597 -5.655 0.357
C -2.778 -0.749 3.939
H 6.225 3.497 1.469
H 0.481 5.198 -1.339
F -3.966 -0.313 -5.001
H 2.220 -1.668 -4.348
H 1.737 4.214 2.207
C 1.306 1.976 -1.935
C 4.700 0.297 -1.958
C 4.576 0.511 1.517
C -3.164 5.512 2.608
N 0.364 -2.736 -1.548
H 2.145 -6.570 0.162
F 5.242 -1.968 -1.612
H 3.982 -2.005 1.518
N 0.149 1.514 -2.432
C 3.281 0.013 1.565
H 0.753 -1.740 -5.314
C -2.261 -0.630 -3.358
O 0.434 -0.233 0.483
C -2.651 4.493 1.834
C 1.961 -0.361 -1.602
H -4.007 6.036 4.511
C 0.788 0.310 1.577
C -1.977 2.147 1.436
H -1.949 -3.815 -3.017
C 0.606 -3.606 -0.530
C 2.440 2.272 1.669
C -4.088 -1.791 -1.695
C -4.894 -0.810 2.194
C -3.615 5.240 3.891
H 0.630 2.889 2.608
H -0.981 2.460 1.132
H -1.775 1.956 -2.980
H 5.408 -0.182 1.497
H 2.291 -1.818 1.019
C 0.389 4.164 -1.649
H -4.517 -2.906 2.026
Si 0.458 -3.097 -3.235
H -2.657 -2.856 3.669
H -1.228 -4.591 -4.423
C 3.059 -1.461 1.703
C 2.367 0.966 -1.849
C -3.387 0.473 3.611
H 2.715 -1.678 2.717
C -0.870 2.350 -2.547
H 6.860 2.010 2.177
V -0.033 -0.718 -1.114
Cl -5.437 1.801 2.408
H -3.198 6.521 2.218
*
```

Kohn-Sham gap (alpha / beta)   6.24 / 6.52 eV
Maximum force   3.49 eV/Å
Molar mass   1030.82 g/mol
E   -5248.28653 hartree